The following is a quantum chemistry calculation of a 10-piece molecular cluster, C44H53N7O3 overall, from the OMol25 dataset.

Last column: Mulliken charge in e.
CARTESIAN COORDINATES (ANGSTROEM)
C -3.40947 -18.25298 -12.18618  -0.684
C -2.46655 -17.23599 -12.29329  -0.327
C -2.87492 -15.92860 -12.48023  -0.828
N -4.16839 -15.60634 -12.63927  0.255
C -5.07020 -16.58037 -12.51262  -0.277
C -4.75649 -17.90995 -12.27756  -0.631
H -3.05226 -19.26573 -12.06344  0.406
H -1.41709 -17.49993 -12.24781  0.454
H -2.15534 -15.14604 -12.68432  0.464
H -6.08554 -16.24195 -12.67336  0.556
H -5.45244 -18.73666 -12.27442  0.400
C -8.35678 -19.19797 -12.02035  -0.281
C -8.70082 -18.74310 -13.29064  -0.723
C -8.80915 -17.37577 -13.50035  -0.242
N -8.59622 -16.49559 -12.50417  0.059
C -8.27650 -16.93626 -11.29908  -0.069
C -8.17868 -18.29124 -10.99618  -0.780
H -8.25699 -20.25468 -11.80544  0.388
H -8.80815 -19.41222 -14.13433  0.428
H -9.08485 -16.99126 -14.47266  0.458
H -8.09771 -16.18273 -10.54348  0.403
H -7.99298 -18.73316 -10.02622  0.419
C -7.74936 -11.95026 -19.87531  -0.690
C -7.48915 -12.46790 -21.14679  -0.248
C -7.13196 -13.78538 -21.29496  -0.469
N -6.96202 -14.62133 -20.24644  -0.454
C -7.11311 -14.08626 -19.04398  -0.204
C -7.52773 -12.77467 -18.78978  -0.277
H -8.13586 -10.94453 -19.78592  0.422
H -7.61746 -11.82325 -22.00748  0.372
H -7.03184 -14.21153 -22.28407  0.357
H -6.90980 -14.75487 -18.21327  0.702
H -7.74995 -12.41354 -17.79404  0.510
C -9.69695 -8.40821 -14.05802  -0.372
C -11.02112 -8.07417 -14.30827  -0.415
C -11.84610 -9.10870 -14.74096  -0.351
N -11.38533 -10.33462 -14.99480  -0.568
C -10.10961 -10.61608 -14.75192  -0.622
C -9.23326 -9.70067 -14.18464  -0.070
H -9.01083 -7.67921 -13.64122  0.327
H -11.41882 -7.09173 -14.09990  0.407
H -12.89836 -8.95547 -14.94554  0.382
H -9.82287 -11.64330 -14.94197  0.816
H -8.21203 -10.01192 -14.00869  0.455
C -2.16200 -11.27485 -15.58160  -0.618
C -3.42067 -11.82561 -15.46784  -0.335
C -4.09734 -12.20537 -16.63511  0.067
N -3.57898 -12.03647 -17.85152  -0.375
C -2.36852 -11.47031 -17.94182  -0.450
C -1.64134 -11.06358 -16.84492  -0.274
H -1.63358 -11.00661 -14.67485  0.409
H -3.85146 -12.01315 -14.49241  0.404
H -5.12189 -12.54580 -16.55795  0.392
H -1.96733 -11.37517 -18.94288  0.374
H -0.65686 -10.61954 -16.92729  0.368
C -3.55121 -18.38319 -17.89035  -0.212
C -4.07555 -18.28983 -16.60606  -0.803
C -4.78046 -17.15041 -16.26602  0.083
N -5.07305 -16.18546 -17.15182  -0.001
C -4.55254 -16.31025 -18.36693  -0.069
C -3.71293 -17.32501 -18.78909  -0.851
H -2.96605 -19.24238 -18.19436  0.379
H -3.88109 -19.06816 -15.88093  0.395
H -5.15016 -16.96578 -15.26415  0.298
H -4.80031 -15.51215 -19.05876  0.340
H -3.32079 -17.38358 -19.79198  0.411
C -7.33724 -7.69681 -11.45338  -0.416
C -6.19104 -8.06766 -12.12740  -0.454
C -5.54488 -9.25168 -11.76059  -0.422
N -6.03616 -10.09798 -10.86954  -0.231
C -7.17246 -9.76422 -10.24304  -0.244
C -7.80880 -8.55290 -10.46598  -0.494
H -7.88767 -6.79034 -11.66383  0.500
H -5.71772 -7.45726 -12.88531  0.392
H -4.58247 -9.49269 -12.19556  0.426
H -7.54458 -10.45717 -9.50064  0.467
H -8.67949 -8.34569 -9.85693  0.386
C -7.09435 -14.47689 -15.00400  1.373
C -7.03648 -13.09880 -14.39250  0.514
C -6.52728 -13.06582 -12.98062  0.009
O -7.31426 -12.13485 -15.07335  -0.639
H -7.06520 -15.24160 -14.22779  -1.393
H -6.13194 -14.61519 -15.51063  -0.089
H -7.94043 -14.55028 -15.68012  0.533
H -7.13110 -13.72462 -12.34480  0.218
H -6.62379 -12.10846 -12.46520  -0.515
H -5.50618 -13.45472 -12.95568  0.198
C -9.58580 -12.53192 -10.83849  -0.135
C -10.92129 -13.09606 -11.29416  0.429
C -10.93693 -13.80939 -12.62523  -0.621
O -11.93398 -12.95872 -10.65229  -0.610
H -9.05103 -13.19770 -10.16128  0.240
H -9.78055 -11.56798 -10.36783  0.329
H -8.95730 -12.35250 -11.71079  -0.224
H -11.35694 -13.24834 -13.46567  0.288
H -11.59931 -14.67994 -12.61451  0.376
H -9.95802 -14.18646 -12.92801  -0.065
C -5.81373 -12.85926 -9.16834  -0.821
C -5.31020 -14.25821 -9.45816  0.835
C -3.81404 -14.40577 -9.57570  -1.218
O -6.07290 -15.17135 -9.68591  -0.538
H -5.12724 -12.53984 -8.37284  0.497
H -6.83600 -12.86292 -8.80105  0.245
H -5.71007 -12.16986 -10.00728  0.135
H -3.35327 -14.33899 -8.58704  0.460
H -3.46142 -13.49476 -10.06868  0.311
H -3.58362 -15.29981 -10.13590  0.184

Results
Orbital gap, Ha: 0.357
Structure (SMILES): c1ccncc1.c1ccncc1.c1ccncc1.c1ccncc1.c1ccncc1.c1ccncc1.c1ccncc1.CC(C)=O.CC(C)=O.CC(C)=O
Multiplicity: 1

The following is a quantum chemistry calculation of C44H56Cl3N4O8PbSSi as an isolated structure, from the OMol25 dataset.

Last column: Mulliken charge in e.
CARTESIAN COORDINATES (ANGSTROEM)
Pb 0.69408 -0.55091 -0.60008  1.920
O 2.25216 -4.36993 -2.64620  -0.742
C 1.72939 -3.53320 -1.91724  -0.367
N 1.46642 -2.25682 -2.24723  0.154
C 1.43493 -1.80124 -3.51130  -0.233
C 1.02715 -2.53909 -4.63647  -0.146
C 0.96815 -1.94774 -5.87185  -0.946
C 1.33379 -0.60593 -6.04881  -0.865
C 1.75035 0.14060 -4.98025  -0.215
C 1.79908 -0.42452 -3.69012  0.283
N 2.11587 0.26652 -2.58981  0.310
C 2.97460 1.29770 -2.60470  -0.748
O 3.87773 1.46796 -3.41873  -0.742
C 2.75220 2.28717 -1.51235  0.586
C 3.58403 3.40163 -1.43159  -0.731
C 3.25316 4.40795 -0.54650  -0.697
C 2.10486 4.26037 0.21649  -0.834
C 1.35889 3.09695 0.08761  -0.659
N 1.67635 2.13498 -0.75412  1.506
C 1.40335 -3.86338 -0.49603  0.414
C 1.54849 -5.17942 -0.07376  -0.624
C 1.19007 -5.50688 1.22300  -0.771
C 0.71884 -4.50134 2.04809  -1.001
C 0.64168 -3.20464 1.55186  -0.584
N 0.97623 -2.89653 0.31224  0.682
H 0.72600 -3.56772 -4.51247  0.529
H 0.63220 -2.52037 -6.72407  0.378
H 1.28850 -0.16969 -7.03679  0.413
H 2.02625 1.17787 -5.10003  0.491
H 4.44971 3.44416 -2.07400  0.565
H 3.86927 5.29209 -0.45417  0.428
H 1.80064 5.04460 0.88930  0.537
H 0.47136 2.91433 0.67617  0.175
H 1.93108 -5.90500 -0.77763  0.540
H 1.27586 -6.52393 1.58240  0.399
H 0.40159 -4.71855 3.05563  0.550
H 0.31258 -2.38647 2.17446  0.689
C -2.42241 1.39225 1.01547  -1.103
C -1.72041 1.28333 2.36994  1.429
C -1.86046 2.58257 3.17052  -1.730
C -2.28517 0.12104 3.17982  -1.395
O -0.34255 1.05672 2.09215  0.787
Si 0.92599 0.58295 2.96230  -1.003
S 2.34480 0.02062 1.46204  -0.841
O 0.59212 -0.68807 3.91401  0.907
C 1.25505 -1.17725 5.07015  1.626
C 2.76190 -0.94633 4.97455  -1.231
C 0.97007 -2.67820 5.14854  -1.929
C 0.68222 -0.46161 6.29716  -1.783
O 1.44388 1.68679 4.04755  0.496
C 2.20760 2.86951 4.10290  1.807
C 2.61928 3.06083 5.56973  -1.882
C 3.44466 2.75318 3.21645  -1.314
C 1.35437 4.05777 3.65614  -1.165
H -3.49029 1.54773 1.15286  0.680
H -2.27053 0.47251 0.45615  -0.348
H -2.01629 2.21575 0.43186  0.266
H -2.90756 2.76051 3.40603  0.519
H -1.47336 3.42837 2.60377  0.243
H -1.29889 2.48898 4.09733  0.176
H -3.35232 0.24831 3.35164  0.625
H -1.77132 0.06549 4.13511  0.291
H -2.11015 -0.80392 2.63944  -0.095
H 3.11058 -1.25854 3.99459  0.238
H 3.28398 -1.50305 5.74785  0.531
H 2.97811 0.10951 5.08373  -0.061
H 1.49184 -3.18375 4.34205  0.356
H -0.09678 -2.85757 5.04510  0.346
H 1.31219 -3.07443 6.10212  0.506
H 0.81859 0.60939 6.18146  0.133
H 1.19006 -0.79566 7.19869  0.480
H -0.38110 -0.67091 6.38811  0.350
H 3.23269 2.22730 5.90179  0.323
H 1.73708 3.11249 6.20429  0.340
H 3.18298 3.98408 5.67880  0.474
H 4.00984 1.86532 3.48215  0.213
H 4.07435 3.63350 3.31846  0.508
H 3.14137 2.64157 2.18105  0.062
H 0.52903 4.21717 4.34492  0.371
H 0.94981 3.84039 2.67594  -0.315
H 1.95789 4.96131 3.61271  0.533
Cl -4.77027 -2.48370 2.40783  -0.180
C -4.07135 -2.56004 0.78060  1.134
Cl -4.71556 -3.98977 -0.03597  -0.185
Cl -4.56885 -1.12431 -0.11089  -0.149
C -2.43176 -2.68561 0.91322  -0.436
O -2.09024 -3.71118 1.46242  -0.718
O -1.84247 -1.71595 0.45587  -0.414
C -1.90478 -2.86213 -2.53088  0.347
C -2.62511 -2.51808 -3.82699  0.357
C -4.13649 -2.43611 -3.55535  -1.508
C -2.22619 -1.22080 -4.48585  0.451
C -2.40677 -1.13498 -5.85046  -0.728
C -2.25715 0.05852 -6.54107  -1.160
C -2.00709 1.22962 -5.83215  -0.790
C -1.84476 1.22429 -4.46976  0.086
C -1.72041 2.54239 -3.74712  0.289
C -0.36377 2.71293 -3.06770  -1.026
C -2.84159 2.69278 -2.71513  -1.530
C -1.82624 -0.03723 -3.73595  0.242
O -1.50003 -0.07021 -2.53031  0.689
H -2.16880 -3.86852 -2.20401  0.613
H -2.17631 -2.16091 -1.75039  -0.837
H -0.83101 -2.80565 -2.65734  -0.752
H -2.45055 -3.32606 -4.55232  0.563
H -4.33061 -1.62123 -2.86411  0.220
H -4.48827 -3.36132 -3.10495  0.352
H -4.69139 -2.25386 -4.47380  0.434
H -2.70239 -2.02514 -6.39482  0.522
H -2.39343 0.09085 -7.61272  0.394
H -1.97283 2.17553 -6.36064  0.440
H -1.83055 3.33462 -4.50038  0.726
H -0.24977 1.96722 -2.28908  -0.279
H -0.28495 3.70518 -2.62393  0.617
H 0.44366 2.59175 -3.78497  0.268
H -2.83913 1.83344 -2.05350  -0.017
H -3.81019 2.76308 -3.20652  0.445
H -2.69230 3.59110 -2.11928  0.453

Results
Total charge: -1
Orbital gap (alpha / beta), Ha: 0.192 / 0.200
Relative energy (zero: lowest compared OMol25 entry of this formula, charge and spin), eV: 0.9969
Multiplicity: 1

Result set for strongest force on any atom: 1.59; 2.25 eV/A, one per record in the order listed.